[1]
Molecular formula: C3H9NO3
Method: DFT, ωB97M-V/def2-TZVPD

Structure (XYZ):
```
16
Properties=species:S:1:pos:R:3:forces:R:3:mulliken_charge:R:1
C 0.00084 1.30362 -0.31703 -0.147 0.146 -0.300 -1.0937
C 0.03688 0.87195 -1.76866 -0.290 0.004 0.210 0.7156
O 0.22477 1.63987 -2.68825 0.155 0.114 0.102 -0.6090
N -0.23652 -0.44695 -2.02783 -0.098 -0.050 -0.326 -0.2139
C -0.72903 -1.47078 -1.14978 -0.064 0.414 -0.403 -0.3795
O -2.12552 -1.65960 -1.28690 0.048 -0.092 0.105 -0.5299
H -0.12014 2.38220 -0.30100 0.196 0.044 0.017 0.2792
H -0.87307 0.86607 0.14945 -0.136 -0.095 0.304 0.3700
H 0.88502 1.01070 0.24528 0.063 -0.031 -0.075 0.2834
H -0.41887 -0.59698 -3.01154 0.242 -0.124 -0.028 0.2341
H -0.27855 -2.40305 -1.45291 0.112 -0.392 0.138 0.2851
H -0.44002 -1.23041 -0.13094 0.001 -0.031 0.163 0.3285
H -2.52920 -0.80022 -1.43690 -0.083 0.090 0.090 0.3301
O 2.24193 0.19263 5.43085 0.122 -0.058 0.252 -0.6370
H 2.83466 -0.25431 4.81580 -0.285 0.180 -0.063 0.3201
H 1.52683 0.59524 4.93034 0.165 -0.121 -0.186 0.3170
```
Positions in Å, forces in eV/Å.

Values from the calculation:
orbital gap: 10.45 eV
highest occupied orbital energy: -10.12 eV
E_LUMO: 0.332 eV
SMILES string: CC(=O)NCO.O

***

[2]
Molecular formula: CBrF2N3O4
Method: DFT, ωB97M-V/def2-TZVPD

Structure (XYZ):
```
11
Properties=species:S:1:pos:R:3:forces:R:3:mulliken_charge:R:1
C -0.93611 0.24646 -0.16262 0.251 -0.619 -3.019 0.0354
N -0.79910 1.18910 0.91118 1.078 -1.988 -1.407 0.9498
N -0.26696 0.38994 -1.38571 -4.831 -1.132 7.601 0.9849
N 1.56271 -1.61331 0.35209 0.482 1.433 -0.748 0.1946
O 0.34170 1.58400 1.08343 -0.394 1.024 0.472 -0.5369
O -1.80411 1.32410 1.54562 -0.104 1.300 1.317 -0.5506
O -0.65641 -0.27305 -2.36406 0.776 -0.383 -2.072 -0.4335
O 0.59725 1.22104 -1.51241 2.564 1.533 -2.217 -0.4182
F 1.79228 -1.26382 1.61844 0.030 -0.017 0.502 -0.1000
F 1.12051 -2.83765 0.42011 -0.503 -1.424 0.237 -0.0917
Br -2.37292 -0.95317 -0.04056 0.651 0.273 -0.666 -0.0337
```
Positions in Å, forces in eV/Å.

Values from the calculation:
orbital gap (spin up / spin down): 4.79 / 8.64 eV
highest occupied orbital energy (spin up / spin down): -9.84 / -10.00 eV
E_LUMO (spin up / spin down): -5.050 / -1.356 eV

***

[3]
Molecular formula: C6H6O
Method: DFT, ωB97M-V/def2-TZVPD

Structure (XYZ):
```
13
Properties=species:S:1:pos:R:3:forces:R:3:mulliken_charge:R:1
C -2.12659 1.65075 -0.24160 -1.462 3.092 1.341 -0.1999
C -1.66718 0.59590 -0.61891 1.442 -3.783 -2.468 -0.0489
C -0.49563 -1.41604 -0.17124 -3.055 1.341 -2.295 -0.2294
C 0.65864 -1.21286 0.31078 -1.148 -2.725 2.772 -0.0410
C -0.94804 -0.44956 -1.38927 -0.425 -1.030 1.976 -0.2528
C 1.39995 0.85255 1.15574 1.505 1.419 -0.381 -0.6560
O 1.59495 -0.47449 0.64446 3.427 1.896 -0.312 -0.3059
H -1.36529 -1.97849 0.24311 1.342 -0.270 -0.427 0.3587
H -1.49982 -1.19512 -2.04005 0.475 1.784 0.206 0.2780
H -0.01536 0.00978 -1.72879 -0.400 -0.410 -0.788 0.2452
H 1.03630 0.76623 2.19621 -0.743 0.383 -0.920 0.3198
H 1.01388 1.57105 0.37318 -0.787 -1.071 1.220 0.2960
H 2.41419 1.28030 1.26638 -0.171 -0.625 0.076 0.2364
```
Positions in Å, forces in eV/Å.

Values from the calculation:
multiplicity: 3
orbital gap (spin up / spin down): 7.58 / 6.93 eV
highest occupied orbital energy (spin up / spin down): -6.86 / -9.63 eV
E_LUMO (spin up / spin down): 0.720 / -2.708 eV

***

[4]
Molecular formula: C16H30CaF12O15P2
Method: DFT, ωB97M-V/def2-TZVPD

Structure (XYZ):
```
76
Properties=species:S:1:pos:R:3:forces:R:3:mulliken_charge:R:1
Ca -11.87659 -7.38417 11.26810 -1.353 0.157 0.826 1.6801
P -12.49339 -8.93768 15.34230 0.146 0.082 1.134 1.7430
F -12.59765 -7.99124 14.02157 0.182 0.406 -0.230 -0.7799
F -11.50286 -9.93666 14.54877 -0.149 -0.025 -0.080 -0.3629
F -11.23081 -8.07840 15.87199 -0.031 -0.050 -0.236 -0.3977
F -12.41578 -9.88536 16.65319 -0.098 0.291 -0.276 -0.3435
F -13.49002 -7.89072 16.10741 0.007 -0.161 -0.039 -0.3962
F -13.79057 -9.75705 14.82968 -0.074 -0.223 -0.253 -0.3469
P -9.17620 -8.58067 11.19594 1.303 0.061 1.721 1.7007
F -10.55602 -9.19083 10.54529 0.649 -0.487 -0.930 -0.4730
F -9.66887 -7.09694 10.62422 -0.284 -0.212 -0.223 -0.4391
F -10.14595 -8.38162 12.52598 0.553 1.008 -0.178 -0.4525
F -7.95289 -7.77739 11.85482 -0.241 -0.265 0.212 -0.4012
F -8.70312 -9.94109 11.85534 -0.171 -0.437 -0.485 -0.3765
F -8.35375 -8.86928 9.88088 -0.278 0.042 -0.518 -0.4290
C -11.84821 -1.37841 11.79483 0.424 0.503 -0.793 -1.4911
C -12.37702 -2.13607 10.58863 0.366 0.188 0.519 0.4367
C -11.43482 -2.04441 9.37191 -1.051 0.487 -0.029 -0.5965
O -11.28271 -3.39750 8.96488 0.670 -0.135 -0.224 -0.4217
C -11.73643 -4.21841 9.90642 -0.663 0.246 0.413 0.0228
O -11.61803 -5.40584 9.89132 0.075 -0.225 -0.302 -0.1297
O -12.40996 -3.55206 10.85784 0.336 -0.090 -0.082 0.0914
H -12.28176 -1.72200 12.72682 -0.092 0.148 0.082 0.2293
H -12.01827 -0.31293 11.59964 -0.424 -0.088 0.353 0.4661
H -10.75658 -1.41533 11.83104 -0.044 -0.538 0.244 0.3907
H -13.40434 -1.83578 10.38404 0.013 -0.024 -0.204 0.2636
H -10.49705 -1.56359 9.63911 0.275 -0.372 -0.042 0.3476
H -11.87731 -1.49663 8.54266 0.012 -0.004 -0.022 0.3250
C -15.48480 -4.99613 9.53181 0.360 0.277 -0.831 -0.4299
O -16.17108 -5.68795 10.55604 -0.168 0.116 -0.064 -0.4404
C -15.42269 -6.49967 11.29575 -0.491 -0.500 0.154 0.5505
O -14.23025 -6.63700 11.15438 0.549 0.248 0.211 0.3134
O -16.20216 -7.13382 12.14032 0.003 0.660 0.544 -0.4879
C -15.56498 -7.68394 13.32749 0.455 -0.814 -0.214 -0.0486
H -14.80969 -5.65788 8.98586 -0.001 -0.015 0.131 0.1280
H -14.91100 -4.14589 9.90684 0.000 -0.158 0.275 0.0583
H -16.22121 -4.60905 8.83158 -0.208 -0.116 0.169 0.3383
H -15.07955 -6.95154 13.97079 -0.231 0.303 -0.311 0.0677
H -14.81066 -8.39162 13.00829 0.022 -0.071 0.129 -0.2713
H -16.33687 -8.20227 13.88185 -0.157 0.058 -0.085 0.3139
C -15.38869 -11.76047 11.33051 -0.471 -0.664 -1.240 -0.7682
O -14.74630 -10.58861 11.77086 -0.150 0.538 0.101 -0.2569
C -13.43415 -10.42090 11.65405 -0.533 0.371 0.032 -0.0730
O -12.94468 -9.34762 11.90117 -0.038 -0.354 -0.106 1.3278
O -12.81587 -11.49496 11.24193 0.622 -0.732 -0.182 -0.4469
C -11.48708 -11.75084 11.79115 -0.580 -0.315 0.970 -0.5414
H -15.60128 -11.69667 10.25155 0.147 0.233 0.152 0.1688
H -16.36113 -11.82261 11.80781 0.163 0.038 0.388 0.2618
H -14.81396 -12.67713 11.43820 0.083 0.142 0.521 0.3377
H -11.44064 -12.83404 11.87614 0.201 -0.011 -0.447 0.3340
H -11.49296 -11.39458 12.82341 0.294 0.364 -0.227 0.2046
H -10.69634 -11.31271 11.20474 -0.032 -0.014 -0.137 0.0882
C -11.25642 -8.77560 7.11263 0.087 -0.145 0.257 -0.5107
O -12.65794 -9.12649 7.20219 0.502 -0.249 -1.033 -0.4860
C -13.22160 -8.89929 8.35334 -0.254 -0.412 0.613 0.2952
O -12.72457 -8.27537 9.25690 -0.077 0.357 -0.064 -0.0861
O -14.41236 -9.46315 8.49085 -0.302 0.293 0.276 -0.2687
C -14.98398 -10.25431 7.45024 -0.470 0.030 -0.471 -0.8807
H -11.10148 -7.81508 7.59622 0.162 0.009 -0.145 0.1396
H -10.98561 -8.77619 6.06407 -0.225 0.162 -0.100 0.2731
H -10.67617 -9.55079 7.61277 -0.026 0.130 0.143 0.2474
H -16.06742 -10.21320 7.55965 0.101 0.028 0.373 0.2646
H -14.66259 -11.28959 7.53746 0.191 0.036 -0.079 0.3017
H -14.77818 -9.84223 6.46589 0.310 -0.117 0.011 0.3828
C -13.66247 -4.48050 13.98492 -0.764 -0.260 0.184 -0.6420
O -12.33366 -4.00443 14.11922 0.297 0.627 -0.003 -0.4480
C -11.38476 -4.68462 13.50859 0.056 -0.141 0.070 0.1820
O -11.56344 -5.68923 12.86144 -0.060 -0.219 -0.333 0.0273
O -10.22720 -4.09156 13.69524 0.243 0.356 0.243 -0.3976
C -9.03499 -4.80470 13.28757 -0.253 -0.105 0.414 -0.3981
H -13.85927 -5.20974 14.77080 0.082 -0.180 -0.159 0.4182
H -13.84526 -4.89691 12.99745 0.169 -0.137 0.024 -0.0075
H -14.34357 -3.64415 14.13473 0.264 0.184 0.041 0.3989
H -8.30678 -4.05839 12.99062 -0.143 0.061 -0.336 0.2764
H -9.31191 -5.51621 12.52021 0.393 -0.007 -0.189 0.0302
H -8.62667 -5.31566 14.15817 -0.182 -0.169 -0.027 0.2997
```
Positions in Å, forces in eV/Å.

Values from the calculation:
orbital gap: 10.75 eV
highest occupied orbital energy: -10.86 eV
E_LUMO: -0.104 eV

***

So what do the calculations give for E? Going down the list: -10889.6131 -89160.1187 -8356.4850 -117435.2606 eV.
So what do the calculations give for energy relative to the best compared isomer or geometry (same formula, charge and spin)? Going down the list: 93.4 368.1 313.0 0.0 kJ/mol.